Entry 1:
Here is C4H10FN in the gas phase in a non-equilibrium geometry from the OMol25 dataset. Energies are from wB97M-V/def2-TZVPD.

Results
**Highest occupied orbital energy**: -9.20 eV
**Frontier orbital gap**: 10.267 eV
**Calculated total energy**: -8514.8893 eV

```
16
C4H10FN (wB97M-V/def2-TZVPD)
C 1.718 0.278 0.706
H -1.112 -2.181 -1.349
C -0.568 1.384 -0.097
H -1.678 1.521 -0.018
C 0.234 0.218 0.585
H -1.933 -0.667 -0.907
N 0.088 -1.071 -0.161
C -1.308 -1.448 -0.532
H -1.784 -1.896 0.323
H -0.452 1.284 -1.203
H -0.057 2.169 0.255
H 1.984 0.947 1.505
H -0.236 0.215 1.531
H 2.144 -0.674 0.919
F 0.741 -0.859 -1.388
H 2.220 0.779 -0.170
```

---

Entry 2:
Here is C4H10FN in the gas phase in a non-equilibrium geometry from the OMol25 dataset. Energies are from wB97M-V/def2-TZVPD.

Results
**Highest occupied orbital energy**: -8.59 eV
**Frontier orbital gap**: 9.654 eV
**Calculated total energy**: -8516.7592 eV

```
16
C4H10FN (wB97M-V/def2-TZVPD)
C 0.706 -1.414 -0.021
H -1.173 1.139 -1.226
C -0.494 -0.514 -0.148
H 0.461 -2.459 0.056
C 0.818 1.503 -0.967
H 1.664 0.941 -0.486
H -1.393 -1.004 -0.519
C -0.965 -0.221 1.336
H 0.603 2.357 -0.279
F -2.170 0.481 1.327
H 1.149 1.954 -1.944
N -0.373 0.574 -1.070
H 1.102 -1.132 0.933
H 1.577 -1.270 -0.719
H -1.218 -1.230 1.725
H -0.295 0.294 2.003
```

---

Repeat the first record exactly.
Here is C4H10FN in the gas phase in a non-equilibrium geometry from the OMol25 dataset. Energies are from wB97M-V/def2-TZVPD.

Results
**Highest occupied orbital energy**: -9.20 eV
**Frontier orbital gap**: 10.267 eV
**Calculated total energy**: -8514.8893 eV

```
16
C4H10FN (wB97M-V/def2-TZVPD)
C 1.718 0.278 0.706
H -1.112 -2.181 -1.349
C -0.568 1.384 -0.097
H -1.678 1.521 -0.018
C 0.234 0.218 0.585
H -1.933 -0.667 -0.907
N 0.088 -1.071 -0.161
C -1.308 -1.448 -0.532
H -1.784 -1.896 0.323
H -0.452 1.284 -1.203
H -0.057 2.169 0.255
H 1.984 0.947 1.505
H -0.236 0.215 1.531
H 2.144 -0.674 0.919
F 0.741 -0.859 -1.388
H 2.220 0.779 -0.170
```

---

- Which formula does entry 1 have?
  C4H10FN

---

What did the second record say?
Here is C4H10FN in the gas phase in a non-equilibrium geometry from the OMol25 dataset. Energies are from wB97M-V/def2-TZVPD.

Results
**Highest occupied orbital energy**: -8.59 eV
**Frontier orbital gap**: 9.654 eV
**Calculated total energy**: -8516.7592 eV

```
16
C4H10FN (wB97M-V/def2-TZVPD)
C 0.706 -1.414 -0.021
H -1.173 1.139 -1.226
C -0.494 -0.514 -0.148
H 0.461 -2.459 0.056
C 0.818 1.503 -0.967
H 1.664 0.941 -0.486
H -1.393 -1.004 -0.519
C -0.965 -0.221 1.336
H 0.603 2.357 -0.279
F -2.170 0.481 1.327
H 1.149 1.954 -1.944
N -0.373 0.574 -1.070
H 1.102 -1.132 0.933
H 1.577 -1.270 -0.719
H -1.218 -1.230 1.725
H -0.295 0.294 2.003
```

---

- What is the formula in the second record?
  C4H10FN